Run a
This record from the Open Molecules 2025 dataset describes C13H29Br2GeKO4 as an isolated structure. The level of theory is ωB97M-V/def2-TZVPD.

The geometry in XYZ format:
```
50
Properties=species:S:1:pos:R:3
K 0.013 -0.208 0.066
C -1.586 -3.142 0.644
C -2.677 -2.260 1.206
O -2.578 -0.989 0.594
C -3.207 0.066 1.295
C -2.557 0.354 2.639
O -1.154 0.414 2.467
C -0.435 0.218 3.668
C 1.049 0.145 3.354
O 1.347 -0.650 2.221
C 1.468 -2.050 2.407
C 0.168 -2.811 2.243
O -0.286 -2.632 0.917
H -1.661 -3.192 -0.442
H -1.682 -4.159 1.045
H -2.573 -2.183 2.292
H -3.657 -2.710 1.002
H -4.269 -0.153 1.467
H -3.149 0.932 0.636
H -2.798 -0.426 3.371
H -2.946 1.299 3.037
H -0.786 -0.703 4.153
H -0.609 1.042 4.373
H 1.576 -0.237 4.237
H 1.440 1.136 3.124
H 1.901 -2.268 3.390
H 2.174 -2.390 1.648
H -0.579 -2.465 2.965
H 0.353 -3.875 2.444
Br 3.523 1.631 0.581
C 2.345 2.912 -0.235
Br 0.702 3.066 0.750
H 2.105 2.571 -1.237
H 2.834 3.877 -0.240
C 0.452 2.948 -3.231
Ge 0.851 1.064 -3.707
C 2.762 0.739 -3.294
C 0.848 1.084 -5.689
C -0.279 -0.119 -2.757
H 1.278 3.617 -3.483
H 0.204 3.057 -2.172
H -0.422 3.279 -3.797
H 3.408 1.504 -3.732
H 3.059 -0.227 -3.711
H 2.956 0.686 -2.220
H 1.540 1.825 -6.098
H -0.155 1.309 -6.057
H 1.133 0.102 -6.072
H -0.114 -1.153 -3.092
H -1.329 0.125 -2.972
```

**HOMO level**: -0.1956 hartree
**Kohn-Sham gap**: 5.17 eV
**LUMO**: -0.15 eV

Run b
This record from the Open Molecules 2025 dataset describes C13H29Br2GeKO4 as an isolated structure. The level of theory is ωB97M-V/def2-TZVPD.

The geometry in XYZ format:
```
50
Properties=species:S:1:pos:R:3
K -0.444 0.313 0.447
C 0.660 -0.467 -2.541
C -0.012 -1.684 -1.923
O -1.163 -1.361 -1.138
C -2.311 -0.930 -1.847
C -3.366 -0.518 -0.834
O -2.970 0.560 0.005
C -3.340 1.870 -0.400
C -2.480 2.420 -1.526
O -1.128 2.143 -1.212
C -0.196 2.464 -2.233
C 1.128 1.808 -1.872
O 0.956 0.448 -1.502
H 0.018 -0.008 -3.300
H 1.580 -0.797 -3.037
H 0.682 -2.168 -1.235
H -0.267 -2.393 -2.716
H -2.712 -1.749 -2.456
H -2.067 -0.099 -2.517
H -3.550 -1.364 -0.172
H -4.299 -0.279 -1.357
H -3.210 2.487 0.486
H -4.393 1.903 -0.695
H -2.658 3.499 -1.613
H -2.732 1.967 -2.493
H -0.055 3.547 -2.314
H -0.574 2.107 -3.198
H 1.558 2.293 -0.995
H 1.832 1.910 -2.704
Br -1.451 2.194 2.807
C -2.203 0.646 3.658
Br -1.835 -1.075 2.891
H -3.273 0.774 3.644
H -1.793 0.627 4.656
C 1.600 -2.731 1.968
Ge 2.682 -1.073 1.854
C 3.526 -1.180 0.070
C 4.199 -1.408 3.073
C 1.630 0.473 2.164
H 2.225 -3.620 1.829
H 0.808 -2.750 1.207
H 1.117 -2.799 2.947
H 4.128 -2.093 0.015
H 4.187 -0.324 -0.093
H 2.796 -1.197 -0.744
H 4.700 -2.363 2.873
H 3.850 -1.409 4.110
H 4.928 -0.600 2.964
H 2.131 1.366 1.747
H 1.559 0.622 3.252
```

**HOMO level**: -0.1874 hartree
**Kohn-Sham gap**: 4.95 eV
**LUMO**: -0.15 eV

It is run a that is the most stable of them.

Run a
This record from the Open Molecules 2025 dataset describes a 3-piece molecular cluster, C2H10NO3 overall. The level of theory is ωB97M-V/def2-TZVPD.

The geometry in XYZ format:
```
16
Properties=species:S:1:pos:R:3
C 1.168 0.437 -0.203
O -0.169 0.221 0.104
C 1.561 -0.544 -1.339
N 1.049 -1.905 -1.160
H 1.785 0.298 0.694
H 1.290 1.443 -0.625
H 2.633 -0.524 -1.578
H 1.079 -0.079 -2.200
H 0.127 -1.644 -0.783
H 1.448 -2.271 -0.300
H -1.927 0.791 -0.185
H -3.047 1.645 0.270
O -2.803 1.149 -0.488
H -0.806 -0.379 2.688
H -0.299 0.385 1.565
O -0.330 0.442 2.627
```

**HOMO level**: -0.1543 hartree
**Kohn-Sham gap**: 8.49 eV
**Net charge**: -1
**LUMO**: 4.29 eV

Run b
This record from the Open Molecules 2025 dataset describes a 3-piece molecular cluster, C2H10NO3 overall. The level of theory is ωB97M-V/def2-TZVPD.

The geometry in XYZ format:
```
16
Properties=species:S:1:pos:R:3
C -0.281 -0.373 -0.718
O 0.108 0.801 -0.072
C 0.484 -1.605 -0.385
N -0.034 -2.148 1.030
H -1.367 -0.435 -0.557
H -0.218 -0.323 -1.831
H 0.278 -2.514 -0.950
H 1.540 -1.513 -0.128
H 0.491 -1.595 1.697
H -0.937 -1.672 1.045
H -0.582 2.809 -2.278
H 0.071 1.723 -1.238
O 0.246 2.330 -2.081
H 0.625 1.704 2.684
H -0.181 1.314 1.398
O -0.243 1.497 2.382
```

**HOMO level**: -0.1550 hartree
**Kohn-Sham gap**: 8.55 eV
**Net charge**: -1
**LUMO**: 4.33 eV

Run c
This record from the Open Molecules 2025 dataset describes a 3-piece molecular cluster, C2H10NO3 overall. The level of theory is ωB97M-V/def2-TZVPD.

The geometry in XYZ format:
```
16
Properties=species:S:1:pos:R:3
C -2.062 0.607 0.357
N -0.898 1.455 0.090
C 0.216 0.689 -0.545
O 0.778 -0.258 0.271
H -1.771 -0.429 0.514
H -2.554 0.954 1.270
H -2.770 0.643 -0.481
H -0.516 1.772 0.968
H -0.156 0.231 -1.485
H 0.927 1.478 -0.846
H -0.969 -2.505 -0.585
H 0.264 -1.826 0.055
O -0.200 -2.735 -0.051
H 2.439 0.115 0.235
H 3.847 -0.518 0.207
O 3.424 0.326 0.028
```

**HOMO level**: -0.1460 hartree
**Kohn-Sham gap**: 8.16 eV
**Net charge**: -1
**LUMO**: 4.19 eV

It is run c that is the most stable of them.

Run a
This record from the Open Molecules 2025 dataset describes an isolated molecule of C10H11NO3S. The level of theory is ωB97M-V/def2-TZVPD.

The geometry in XYZ format:
```
26
Properties=species:S:1:pos:R:3
C -3.233 -0.732 0.404
C -1.911 -1.222 0.347
C -3.394 0.419 -0.303
C -1.145 -0.565 -0.576
C 0.985 -0.172 1.827
C 0.601 1.051 1.683
C 1.142 1.965 0.498
C 1.974 1.247 -0.567
C 1.035 0.337 -1.436
C 0.216 -0.754 -0.839
N 0.755 -1.909 -0.505
O 2.166 -1.960 -0.607
O 1.435 -1.281 1.918
O 0.201 -2.981 -0.183
S -1.950 0.853 -1.115
H -4.164 -1.257 0.807
H -1.856 -2.233 0.766
H -4.278 1.025 -0.417
H -0.117 1.479 2.510
H 2.420 -2.084 0.310
H 0.126 2.430 0.090
H 1.724 2.671 1.040
H 2.351 2.164 -1.262
H 2.923 0.773 -0.176
H 0.338 0.873 -2.017
H 1.658 -0.139 -2.196
```

**HOMO level (spin up / spin down)**: -0.2908 / -0.2908 hartree
**Kohn-Sham gap (spin up / spin down)**: 8.12 / 8.12 eV
**LUMO (spin up / spin down)**: 0.21 / 0.21 eV

Run b
This record from the Open Molecules 2025 dataset describes an isolated molecule of C10H11NO3S. The level of theory is ωB97M-V/def2-TZVPD.

The geometry in XYZ format:
```
26
Properties=species:S:1:pos:R:3
C -1.755 -1.598 2.791
C -0.776 -1.936 1.840
C -2.540 -0.562 2.399
C -0.815 -1.144 0.719
C 2.276 0.527 0.868
C 1.224 1.275 0.821
C 0.664 1.899 -0.435
C 0.739 0.980 -1.654
C -0.225 -0.213 -1.586
C 0.027 -1.149 -0.442
N 1.018 -1.992 -0.513
O 1.811 -1.905 -1.671
O 3.210 -0.167 0.917
O 1.370 -2.859 0.292
S -2.100 0.030 0.849
H -1.878 -2.106 3.731
H -0.057 -2.723 1.967
H -3.341 -0.083 2.926
H 0.735 1.509 1.753
H 2.531 -2.544 -1.530
H -0.376 2.178 -0.249
H 1.219 2.818 -0.654
H 0.478 1.562 -2.542
H 1.758 0.617 -1.781
H -1.247 0.160 -1.508
H -0.134 -0.772 -2.520
```

**HOMO level (spin up / spin down)**: -0.2925 / -0.2925 hartree
**Kohn-Sham gap (spin up / spin down)**: 8.40 / 8.40 eV
**LUMO (spin up / spin down)**: 0.44 / 0.44 eV

It is run b that is the most stable of them.

Run a
This record from the Open Molecules 2025 dataset describes a 2-piece molecular cluster, C6H9N2 overall. The level of theory is ωB97M-V/def2-TZVPD.

The geometry in XYZ format:
```
17
Properties=species:S:1:pos:R:3
C -0.829 -0.076 2.730
C 2.251 1.604 -0.823
C 0.872 0.714 1.124
C -0.922 -1.124 -1.742
C -1.238 -1.905 -0.512
C -1.808 -0.709 -0.656
N -0.045 0.638 1.972
N 1.422 0.938 0.102
H -0.663 -1.138 2.872
H -1.577 0.397 3.302
H 1.599 2.016 -1.767
H 2.890 2.387 -0.330
H 0.019 -0.530 -1.943
H -1.285 -1.204 -2.767
H -1.133 -2.850 -0.035
H 3.023 0.841 -1.236
H -2.576 0.001 -0.291
```

**HOMO level**: -0.4599 hartree
**Kohn-Sham gap**: 6.33 eV
**Net charge**: +1
**LUMO**: -6.19 eV

Run b
This record from the Open Molecules 2025 dataset describes an isolated ion of composition C6H9N2 and charge +1. The level of theory is ωB97M-V/def2-TZVPD.

The geometry in XYZ format:
```
17
Properties=species:S:1:pos:R:3
C 0.376 0.939 0.214
C 0.056 -0.253 0.936
C -0.576 -0.618 -1.120
C 0.963 2.113 0.532
C 0.358 -0.502 2.362
C -1.076 -1.384 -2.282
N -0.374 -1.194 0.130
N -0.103 0.613 -1.159
H 1.291 2.803 -0.184
H 1.107 2.257 1.575
H 0.451 0.476 2.890
H 1.409 -0.775 2.420
H -0.265 -1.324 2.626
H -0.871 -0.914 -3.197
H -2.098 -1.606 -2.079
H -0.554 -2.305 -2.244
H -0.118 1.230 -1.923
```

**HOMO level**: -0.5635 hartree
**Kohn-Sham gap**: 9.57 eV
**Net charge**: +1
**LUMO**: -5.76 eV

Run c
This record from the Open Molecules 2025 dataset describes an isolated ion of composition C6H9N2 and charge +1. The level of theory is ωB97M-V/def2-TZVPD.

The geometry in XYZ format:
```
17
Properties=species:S:1:pos:R:3
C 0.254 -0.067 -0.634
C 1.500 -1.290 0.895
C 0.456 -0.628 1.675
C -0.417 0.005 0.899
C -1.750 0.775 1.192
C -0.312 1.107 -2.699
N 1.339 -0.790 -0.490
N -0.034 0.086 -2.028
H 0.969 -2.394 0.824
H 2.470 -1.201 1.368
H 0.437 -0.629 2.704
H -1.971 0.795 2.238
H -1.561 1.809 0.820
H 1.861 -0.926 -1.358
H -2.528 0.337 0.655
H -0.601 0.898 -3.650
H -0.113 2.114 -2.413
```

**HOMO level**: -0.5294 hartree
**Kohn-Sham gap**: 9.92 eV
**Net charge**: +1
**LUMO**: -4.49 eV

Run d
This record from the Open Molecules 2025 dataset describes C6H9N2 as an isolated structure. The level of theory is ωB97M-V/def2-TZVPD.

The geometry in XYZ format:
```
17
Properties=species:S:1:pos:R:3
C 0.310 -0.024 -0.940
C -0.961 0.504 -0.389
C 0.544 -0.333 1.360
C 0.880 -0.290 -2.103
C -2.007 1.274 -1.181
C 0.759 -0.834 2.686
N -1.193 0.370 0.867
N 1.098 -0.331 0.200
H 1.955 -0.696 -2.209
H 0.398 -0.152 -3.038
H -2.941 1.257 -0.598
H -1.892 0.632 -2.168
H -1.706 2.247 -1.251
H 1.658 -0.184 2.939
H 1.230 -1.911 2.561
H -0.113 -0.591 3.273
H 1.981 -0.938 -0.008
```

**HOMO level**: -0.5371 hartree
**Kohn-Sham gap**: 9.60 eV
**Net charge**: +1
**LUMO**: -5.01 eV

It is run b that is the most stable of them.

Run a
This record from the Open Molecules 2025 dataset describes an isolated ion of composition CCl2NO2S and charge -1. The level of theory is ωB97M-V/def2-TZVPD.

The geometry in XYZ format:
```
7
Properties=species:S:1:pos:R:3
C -1.242 -0.349 -0.250
N -0.405 0.599 0.266
O 1.959 -0.523 0.661
O 1.808 1.845 0.589
S 1.337 0.590 0.011
Cl -2.846 -0.136 -0.957
Cl -0.610 -2.025 -0.319
```

**HOMO level**: -0.1401 hartree
**Kohn-Sham gap**: 6.92 eV
**Net charge**: -1
**LUMO**: 3.11 eV

Run b
This record from the Open Molecules 2025 dataset describes an isolated ion of composition CCl2NO2S and charge -1. The level of theory is ωB97M-V/def2-TZVPD.

The geometry in XYZ format:
```
7
Properties=species:S:1:pos:R:3
C 1.429 0.017 0.020
N 0.357 0.517 -0.490
O -1.657 -0.488 -1.740
O -2.299 0.782 0.261
S -1.528 -0.327 -0.301
Cl 3.119 0.059 -0.458
Cl 1.218 -0.876 1.563
```

**HOMO level**: -0.1662 hartree
**Kohn-Sham gap**: 7.77 eV
**Net charge**: -1
**LUMO**: 3.24 eV

It is run b that is the most stable of them.